Formula: C4H9N2O
Source: OMol25
Level of theory: the ωB97M-V functional and the def2-TZVPD basis

```
16
Properties=species:S:1:pos:R:3:forces:R:3:nbo_charge:R:1
C -2.10274 0.45440 -0.31204 0.44 -0.63 0.08 -0.354
C -1.57910 1.76326 -0.43398 -2.79 0.89 0.66 0.212
C -1.17847 -0.49027 0.08102 4.21 7.14 -1.07 0.301
C -0.76545 -1.83442 0.27095 -0.89 -2.75 1.91 -0.737
N 0.13708 0.63856 0.14065 -3.93 -6.12 0.86 -0.225
N 2.63919 0.32150 0.05316 0.85 -1.29 -2.70 -1.035
O -0.32861 1.77314 -0.19000 0.58 2.48 -0.07 -0.151
H -3.09391 0.22496 -0.58720 -1.05 -0.15 0.03 0.269
H -2.12175 2.79874 -0.42099 1.22 -2.29 -0.61 0.265
H -0.17636 -1.97575 1.17020 0.01 0.60 0.64 0.274
H -0.05698 -2.19738 -0.42710 0.24 -0.20 -1.46 0.270
H -1.56637 -2.60295 0.45596 0.40 0.99 -0.72 0.283
H 1.22245 0.50238 0.18530 0.41 0.29 -0.50 0.415
H 2.93047 0.05763 0.96073 0.93 0.04 1.05 0.399
H 3.19683 1.07845 -0.36810 -0.24 -0.32 0.79 0.413
H 2.84373 -0.51226 -0.57855 -0.41 1.32 1.12 0.399
```
Forces are in eV/Å.

The orbital gap is 9.83 eV. For the energy above the lowest of the compared OMol25 structures with the same formula, charge and spin, the calculation gives 4.781 eV. The calculation puts the max |F| at 0.1626 Eh/bohr. The total energy comes out at -342.1816 hartree. Its spin multiplicity is 1. Its net charge is +1. For the molecular weight, the calculation gives 101.13 g mol⁻¹.